(1)
ORCA calculation (the ωB97M-V functional and the def2-TZVPD basis) on 7 unconnected molecules or ions with the total composition C5H25NO6S at a distorted geometry.

Cartesian coordinates (Å):
C  2.025  2.848  0.235
C  0.505  2.571  0.294
N  0.141  1.146  0.365
C  0.108  0.692  1.763
C  -1.082  -0.223  2.032
C  1.435  0.031  2.241
S  2.008  0.847  3.717
H  2.648  2.171  -0.321
H  2.292  3.789  -0.427
H  2.513  3.239  1.089
H  0.070  2.965  -0.601
H  0.035  3.070  1.142
H  0.754  0.524  -0.188
H  -0.059  1.611  2.377
H  -1.351  -0.186  3.109
H  -1.875  -0.212  1.287
H  -1.088  -1.339  1.791
H  1.391  -1.057  2.267
H  2.264  0.109  1.565
H  0.877  1.387  4.266
O  -0.853  -2.275  -2.450
H  -0.187  -2.876  -2.867
H  -0.299  -1.484  -2.350
O  0.372  -3.601  -0.127
H  0.038  -2.754  -0.436
H  -0.088  -3.840  0.670
O  -0.284  0.312  -2.701
H  -0.096  1.178  -3.036
H  -1.198  0.286  -2.484
O  -3.414  -0.007  -2.080
H  -3.376  -0.996  -1.693
H  -3.164  0.622  -1.379
O  -2.093  -2.689  0.007
H  -2.962  -3.094  -0.188
H  -1.734  -2.433  -0.856
O  2.003  -0.209  -1.641
H  1.108  -0.182  -2.045
H  2.613  0.061  -2.344

Energy relative to the best compared isomer or geometry (same formula, charge and spin): 1.635 eV
SMILES: CCN[C@@H](C)CS.O.O.O.O.O.O
Molecular weight: 227.32 g mol⁻¹
F_max: 3.9 eV/Å

---

(2)
ORCA calculation (the ωB97M-V functional and the def2-TZVPD basis) on 8 unconnected molecules or ions with the total composition C5H25NO8 at a distorted geometry.

Cartesian coordinates (Å):
C  1.901  0.576  2.175
C  2.281  0.170  0.781
C  2.826  1.328  -0.027
N  1.318  -0.801  0.194
C  1.710  -2.196  0.139
C  0.095  -0.499  -0.409
O  -0.558  0.478  -0.049
H  2.664  0.884  2.865
H  1.077  1.344  1.928
H  1.209  -0.130  2.667
H  3.076  -0.563  0.994
H  2.442  1.172  -1.016
H  3.899  1.291  -0.039
H  2.594  2.362  0.292
H  1.486  -2.463  -0.915
H  2.674  -2.488  0.537
H  1.033  -2.629  0.873
H  -0.210  -1.368  -1.001
O  -2.337  2.348  -1.189
H  -2.791  2.197  -0.317
H  -2.454  3.285  -1.404
O  0.356  2.685  -1.446
H  0.781  1.843  -1.631
H  -0.577  2.487  -1.266
O  -0.701  -3.565  2.169
H  -1.622  -3.292  1.970
H  -0.735  -3.168  3.053
O  -2.639  -0.020  -3.300
H  -1.711  -0.289  -3.170
H  -2.521  0.896  -2.979
O  -3.212  -1.459  1.338
H  -3.492  -0.748  1.925
H  -3.532  -1.139  0.478
O  0.031  -1.586  -2.660
H  0.652  -1.481  -3.398
H  -0.058  -2.563  -2.637
O  -2.075  2.488  1.494
H  -1.309  2.716  0.914
H  -1.568  1.894  2.065

Energy relative to the best compared isomer or geometry (same formula, charge and spin): 3.736 eV
SMILES: CC(C)N(C)C=O.O.O.O.O.O.O.O
Molecular weight: 227.25 g mol⁻¹
F_max: 4.5 eV/Å

---

(3)
ORCA calculation (the ωB97M-V functional and the def2-TZVPD basis) on 9 unconnected molecules or ions with the total composition C5H26O11 at a distorted geometry.

Cartesian coordinates (Å):
O  1.128  -3.105  0.978
C  -0.051  -3.221  0.721
C  -0.554  -4.169  -0.303
C  -0.882  -3.419  -1.650
C  -0.146  -2.087  -1.877
C  -0.681  -0.823  -1.210
O  0.377  -0.110  -0.629
O  -1.324  -0.006  -2.172
H  -0.755  -2.630  1.325
H  0.156  -4.950  -0.535
H  -1.490  -4.629  0.022
H  -0.520  -4.129  -2.405
H  -1.952  -3.258  -1.790
H  0.896  -2.281  -1.591
H  -0.071  -1.959  -2.954
H  -1.366  -1.053  -0.391
H  1.273  -0.393  -0.877
H  -0.665  0.291  -2.810
O  2.790  -0.767  -0.877
H  3.347  0.001  -0.634
H  2.748  -1.289  -0.068
O  3.669  1.763  -0.651
H  4.024  1.812  0.242
H  3.196  2.540  -1.035
O  -3.268  0.904  -0.445
H  -4.148  1.259  -0.615
H  -2.793  1.004  -1.292
O  -0.151  -0.317  2.081
H  0.253  0.324  2.671
H  0.343  -0.215  1.235
O  -1.655  3.173  1.707
H  -2.057  3.976  2.065
H  -2.225  2.370  1.731
O  -3.011  0.860  2.250
H  -2.050  0.690  2.334
H  -3.251  0.560  1.345
O  0.891  3.261  1.406
H  -0.041  3.137  1.098
H  0.887  3.993  2.022
O  2.712  4.047  -0.252
H  2.033  4.131  -0.926
H  2.175  3.622  0.483

Energy relative to the best compared isomer or geometry (same formula, charge and spin): 0.943 eV
SMILES: O=CCCCC(O)O.O.O.O.O.O.O.O.O
Molecular weight: 262.25 g mol⁻¹
F_max: 2.1 eV/Å

---

(4)
ORCA calculation (the ωB97M-V functional and the def2-TZVPD basis) on 7 unconnected molecules or ions with the total composition C5H27N2O6 at a distorted geometry.

Cartesian coordinates (Å):
C  -2.703  1.312  0.798
C  -2.374  0.739  -0.552
C  -1.296  -0.307  -0.652
C  0.142  0.222  -0.552
C  0.950  0.261  -1.846
N  1.590  -1.053  -2.083
N  -3.221  0.336  1.810
H  -3.517  2.032  0.681
H  -1.938  1.916  1.284
H  -2.311  1.563  -1.272
H  -3.306  0.353  -1.002
H  -1.359  -1.044  0.137
H  -1.473  -0.969  -1.503
H  0.593  -0.357  0.232
H  0.125  1.254  -0.207
H  0.294  0.458  -2.701
H  1.727  1.019  -1.830
H  2.367  -1.086  -2.738
H  0.887  -1.721  -2.361
H  -3.890  -0.305  1.369
H  -3.666  0.821  2.582
H  -2.435  -0.266  2.143
H  3.838  3.658  0.898
H  3.578  2.861  -0.331
O  3.132  3.155  0.472
H  2.843  -0.954  -0.477
H  3.487  -1.375  0.855
O  3.265  -0.597  0.334
H  4.172  -2.146  -3.917
H  3.194  -2.294  -5.061
O  3.361  -1.766  -4.273
H  2.062  1.773  1.783
H  2.201  0.333  1.324
O  1.587  0.931  1.805
H  0.065  0.176  2.269
H  -0.186  -1.326  2.613
O  -0.628  -0.487  2.473
H  -5.854  -2.230  1.636
H  -4.626  -3.002  2.029
O  -4.906  -2.117  1.769

Net charge: +1
Energy relative to the best compared isomer or geometry (same formula, charge and spin): 0.646 eV
Molecular weight: 211.28 g mol⁻¹
F_max: 1.8 eV/Å

---

(5)
ORCA calculation (the ωB97M-V functional and the def2-TZVPD basis) on 7 unconnected molecules or ions with the total composition C5H27N2O6 at a distorted geometry.

Cartesian coordinates (Å):
C  -2.629  -0.613  0.260
N  -1.807  -0.107  1.405
C  -1.701  -0.943  2.575
C  -1.610  -0.697  -0.904
N  -0.680  0.438  -0.878
C  -1.293  1.660  -1.759
C  -0.830  -2.052  -0.674
H  -3.483  0.117  0.149
H  -2.849  -1.613  0.566
H  -2.062  0.859  1.690
H  -2.406  -1.980  2.619
H  -0.690  -1.343  2.636
H  -1.935  -0.727  3.665
H  -2.114  -0.741  -1.898
H  0.256  0.272  -1.245
H  -0.656  1.000  0.222
H  -0.746  2.602  -1.599
H  -1.034  1.443  -2.827
H  -2.370  1.776  -1.862
H  -0.241  -2.477  -1.432
H  -0.266  -1.870  0.210
H  -1.574  -2.708  -0.426
H  3.824  -1.401  -1.418
H  2.335  -1.673  -1.848
O  2.836  -1.038  -1.460
H  1.898  -2.916  2.981
H  0.932  -3.827  2.041
O  1.127  -2.889  2.480
H  1.291  3.359  0.087
H  0.496  4.383  -0.863
O  0.576  3.536  -0.515
H  1.808  1.851  0.995
H  2.947  2.558  1.842
O  2.184  2.805  1.418
H  2.278  -0.518  0.495
H  1.051  -0.629  1.436
O  1.437  -0.111  0.598
H  2.269  0.905  -2.485
H  1.949  1.862  -3.566
O  1.484  1.444  -2.712

Net charge: +2
Energy relative to the best compared isomer or geometry (same formula, charge and spin): 4.304 eV
Molecular weight: 211.28 g mol⁻¹
⟨S²⟩: 0.754
F_max: 6.7 eV/Å
2S+1: 2

---

(6)
ORCA calculation (the ωB97M-V functional and the def2-TZVPD basis) on 9 unconnected molecules or ions with the total composition C5H27N2O8 at a distorted geometry.

Cartesian coordinates (Å):
C  -1.915  -0.714  -1.970
N  -1.511  -1.923  -1.236
C  -1.128  -1.573  0.125
C  0.059  -2.534  0.503
C  1.134  -1.924  1.356
N  1.856  -0.753  0.825
C  -2.227  -1.763  1.181
O  -3.396  -1.741  0.893
H  -2.029  -0.895  -3.043
H  -1.365  0.231  -1.903
H  -2.986  -0.428  -1.834
H  -2.311  -2.542  -1.272
H  -0.820  -0.532  0.256
H  0.414  -2.984  -0.427
H  -0.242  -3.418  1.101
H  1.990  -2.625  1.430
H  0.687  -1.655  2.336
H  2.593  -1.017  0.190
H  1.252  -0.081  0.356
H  -1.923  -1.837  2.245
H  -1.663  1.550  0.711
H  2.786  0.420  -0.859
H  1.714  0.711  -1.821
O  2.662  0.417  -1.810
H  -1.842  2.142  1.934
H  -0.741  2.986  2.467
O  -1.334  2.294  2.787
H  2.642  2.203  0.833
H  2.130  3.001  -0.392
O  2.923  2.753  0.096
H  -2.240  1.178  1.064
H  -1.997  3.402  -0.497
O  -1.138  3.222  -0.122
H  1.836  0.570  2.719
H  0.534  1.387  3.020
O  1.501  1.395  3.101
H  1.897  -1.136  -3.469
H  0.883  -2.186  -3.002
O  1.161  -1.690  -3.779
H  -0.351  2.653  -0.623
H  0.117  1.745  -2.198
O  0.387  1.692  -1.269

Net charge: -1
Energy relative to the best compared isomer or geometry (same formula, charge and spin): 3.901 eV
Molecular weight: 243.28 g mol⁻¹
F_max: 2.9 eV/Å

---

(7)
ORCA calculation (the ωB97M-V functional and the def2-TZVPD basis) on 7 unconnected molecules or ions with the total composition C5H27N3O6 at a distorted geometry.

Cartesian coordinates (Å):
N  -0.315  0.869  2.667
C  -1.247  1.136  1.546
C  -0.594  1.778  0.310
C  0.636  1.045  -0.236
N  0.307  -0.402  -0.425
C  1.304  -1.152  -1.226
C  0.696  -2.519  -1.605
N  0.417  -3.421  -0.462
H  0.573  0.467  2.356
H  -0.129  1.733  3.186
H  -1.717  0.136  1.268
H  -2.072  1.752  1.917
H  -0.300  2.866  0.523
H  -1.347  1.852  -0.521
H  1.484  1.196  0.409
H  0.987  1.436  -1.202
H  0.184  -0.762  0.508
H  1.586  -0.521  -2.149
H  2.267  -1.244  -0.639
H  -0.291  -2.307  -2.131
H  1.341  -2.984  -2.275
H  -0.169  -2.957  0.139
H  1.293  -3.747  -0.074
O  -2.839  -0.818  -0.763
H  -3.132  -1.713  -0.867
H  -1.950  -0.902  -0.462
O  1.891  3.905  1.096
H  1.574  3.065  1.301
H  1.620  4.072  0.178
O  2.041  -0.993  2.054
H  2.755  -1.464  1.715
H  1.264  -1.569  2.164
O  -0.441  2.813  -2.706
H  -0.540  3.137  -3.619
H  -0.854  1.885  -2.729
O  -1.506  0.354  -2.783
H  -2.348  0.194  -2.283
H  -0.849  -0.052  -2.133
O  -0.383  -2.134  2.325
H  -0.761  -1.284  2.628
H  -0.439  -2.746  3.000

Energy relative to the best compared isomer or geometry (same formula, charge and spin): 1.177 eV
SMILES: NCCCNCCN.O.O.O.O.O.O
Molecular weight: 225.29 g mol⁻¹
F_max: 3.6 eV/Å

---

(8)
ORCA calculation (the ωB97M-V functional and the def2-TZVPD basis) on 8 unconnected molecules or ions with the total composition C5H27N3O7 at a distorted geometry.

Cartesian coordinates (Å):
C  -2.217  0.430  1.554
C  -1.430  -0.648  0.792
N  -0.060  -0.569  1.407
C  -1.373  -0.377  -0.687
C  -0.214  -0.947  -1.451
N  -0.269  -0.386  -2.841
C  0.769  -0.465  -3.605
N  1.911  -1.300  -3.266
H  -3.181  0.029  1.541
H  -2.335  1.405  1.084
H  -1.851  0.483  2.579
H  -1.851  -1.672  0.969
H  -0.059  -1.311  2.160
H  0.079  0.310  1.840
H  -1.264  0.694  -0.904
H  -2.308  -0.566  -1.129
H  0.727  -0.835  -0.967
H  -0.290  -2.016  -1.489
H  0.735  -0.077  -4.627
H  1.629  -2.200  -3.000
H  2.677  -0.993  -2.574
O  2.329  -2.354  -0.616
H  1.848  -1.824  0.032
H  1.847  -3.221  -0.846
O  2.144  1.858  2.189
H  3.064  1.669  2.545
H  2.135  1.546  1.246
O  -3.871  0.893  -0.895
H  -4.807  0.519  -0.690
H  -4.110  1.275  -1.827
O  -1.137  2.769  3.158
H  -1.462  3.626  2.836
H  -0.224  2.871  3.412
O  0.266  4.233  1.309
H  1.131  3.731  1.560
H  0.555  4.662  0.547
O  3.582  0.182  0.688
H  3.370  -0.185  -0.147
H  4.413  -0.142  0.599
O  -0.186  -3.948  -0.634
H  -0.404  -4.059  -1.508
H  -0.308  -3.092  -0.343

Energy relative to the best compared isomer or geometry (same formula, charge and spin): 4.545 eV
SMILES: C[C@H](N)CC/N=C\N.O.O.O.O.O.O.O
Molecular weight: 241.28 g mol⁻¹
F_max: 5.1 eV/Å

---

- The lowest F_max belongs to which entry?
  number 4

---

Repeat the seventh record exactly.
ORCA calculation (the ωB97M-V functional and the def2-TZVPD basis) on 7 unconnected molecules or ions with the total composition C5H27N3O6 at a distorted geometry.

Cartesian coordinates (Å):
N  -0.315  0.869  2.667
C  -1.247  1.136  1.546
C  -0.594  1.778  0.310
C  0.636  1.045  -0.236
N  0.307  -0.402  -0.425
C  1.304  -1.152  -1.226
C  0.696  -2.519  -1.605
N  0.417  -3.421  -0.462
H  0.573  0.467  2.356
H  -0.129  1.733  3.186
H  -1.717  0.136  1.268
H  -2.072  1.752  1.917
H  -0.300  2.866  0.523
H  -1.347  1.852  -0.521
H  1.484  1.196  0.409
H  0.987  1.436  -1.202
H  0.184  -0.762  0.508
H  1.586  -0.521  -2.149
H  2.267  -1.244  -0.639
H  -0.291  -2.307  -2.131
H  1.341  -2.984  -2.275
H  -0.169  -2.957  0.139
H  1.293  -3.747  -0.074
O  -2.839  -0.818  -0.763
H  -3.132  -1.713  -0.867
H  -1.950  -0.902  -0.462
O  1.891  3.905  1.096
H  1.574  3.065  1.301
H  1.620  4.072  0.178
O  2.041  -0.993  2.054
H  2.755  -1.464  1.715
H  1.264  -1.569  2.164
O  -0.441  2.813  -2.706
H  -0.540  3.137  -3.619
H  -0.854  1.885  -2.729
O  -1.506  0.354  -2.783
H  -2.348  0.194  -2.283
H  -0.849  -0.052  -2.133
O  -0.383  -2.134  2.325
H  -0.761  -1.284  2.628
H  -0.439  -2.746  3.000

Energy relative to the best compared isomer or geometry (same formula, charge and spin): 1.177 eV
SMILES: NCCCNCCN.O.O.O.O.O.O
Molecular weight: 225.29 g mol⁻¹
F_max: 3.6 eV/Å

---

- Number 6 is which compound?
  C5H27N2O8